ORCA calculation (ωB97M-V with the def2-TZVPD basis set) on 18 unconnected molecules or ions with the total composition C97H214N11O22 in a non-equilibrium geometry.

For the highest occupied orbital energy, the calculation gives -15.2 eV. The HOMO-LUMO gap is 8.72 eV. As for the net charge: +5. The LUMO energy is -6.51 eV.

Geometry as XYZ:
```
344
Properties=species:S:1:pos:R:3:forces:R:3
H 9.21876 4.51426 3.38603 -0.09 -0.47 -0.46
C 2.79832 6.62387 0.18764 -0.38 1.35 0.06
C -3.50824 -10.41483 -2.85399 0.59 2.07 -1.38
C 6.35244 -5.74917 -1.94560 -0.38 -0.45 0.75
H -5.22187 -4.39154 -2.00572 0.68 -0.57 0.17
H 3.94921 6.72823 -5.99220 -0.04 0.13 0.14
C -7.12924 -5.12682 -3.78590 -1.86 1.53 0.52
H -0.49958 3.06510 1.08108 0.40 0.80 -1.16
C 2.54680 -5.01404 -1.81793 0.26 -0.98 -0.92
H -3.63648 4.61317 -6.52996 -0.01 0.52 0.37
H -0.21862 1.71790 5.09802 -0.19 1.09 -0.33
H 0.75466 -1.58523 -0.81594 0.45 1.17 -0.80
H 3.93593 -6.47102 -2.65784 0.02 1.03 0.29
H -9.82916 -4.41865 -2.86289 -0.78 -0.78 -0.06
C 0.35669 -2.03915 0.05368 0.56 -0.12 -0.10
H -8.01398 4.97143 6.10436 0.50 -0.42 -0.28
C -2.36346 -0.52105 -4.95843 0.22 1.14 0.00
C 7.86040 5.19288 0.30891 1.21 -0.96 -0.81
C -0.99176 -6.47610 3.47890 -1.47 2.20 0.15
H -1.36613 5.84835 0.25241 -0.62 -0.55 -0.13
C -5.66139 2.76075 5.32699 -1.18 1.16 -0.07
C -6.34054 2.80646 2.19925 -0.40 -1.80 0.35
H 3.20511 3.07786 -2.21757 -0.12 -0.36 -0.52
H -5.20302 0.70982 3.39547 0.49 -0.11 0.14
H 4.28574 -3.89398 -0.02992 -0.55 0.50 0.62
C -4.71000 -3.82885 -4.50832 -0.26 0.45 -0.48
H 5.68165 -8.60198 3.60383 0.69 -0.20 -0.05
C -7.09351 0.99366 4.39133 0.22 1.48 -0.34
H 5.03749 2.82351 -7.79531 0.05 0.41 -1.03
C -1.50562 3.59219 -0.78702 -0.09 0.86 -0.70
H 7.83370 7.19853 -0.23115 -0.45 0.08 -0.34
H -9.60961 2.96698 7.44526 -0.36 -1.06 0.64
H -2.18434 1.16079 -8.94121 -0.06 -1.13 0.64
H 2.17933 -3.37619 3.25184 -0.63 -0.33 0.24
H -4.06070 -5.73722 -5.00794 -0.17 -0.33 -0.04
H -8.24415 3.32207 3.15973 1.08 0.00 0.06
H -1.33432 4.29841 -1.63419 -0.30 -0.32 0.62
C 4.63477 -6.35093 4.72779 0.46 2.47 -0.65
H -0.45493 -10.14450 -0.43356 0.39 0.22 -0.03
H -3.33081 -2.08902 0.34467 0.17 0.75 0.49
C -1.28215 -10.59792 -0.95317 -2.33 -0.16 0.95
H 1.61051 4.75253 -1.47320 -0.57 -0.41 -0.02
H 1.26135 8.60933 6.88349 1.19 -0.43 -0.59
H -8.28843 1.89136 6.20231 0.28 1.10 -0.68
H 7.06413 2.15942 -9.07537 0.12 -0.30 0.12
H -1.50087 -11.57335 -0.40292 0.49 1.17 -0.63
H -7.62001 -4.82568 -4.74698 -0.09 -0.70 0.85
H 2.30533 4.59526 -4.75244 0.38 0.38 -0.32
H -5.42620 -6.30969 -3.13368 -0.59 0.66 -0.78
H -6.86104 -7.39173 -0.42021 0.41 0.90 -1.02
C 1.64381 6.73230 -0.82562 -0.01 0.09 -0.12
N 0.44144 4.83853 0.27598 0.74 -0.20 1.41
H 5.44983 -6.28572 0.55629 -0.71 -0.23 -0.89
H 3.16839 -6.86202 0.99525 -0.12 0.54 0.20
C -2.55138 -9.65867 -0.72435 1.27 -2.60 2.25
C -8.27493 -3.09225 -3.01529 0.76 0.75 -0.72
O 2.84064 -3.00143 1.65007 0.02 -0.72 -0.28
H 4.22245 -6.83370 5.57246 -0.37 -0.92 1.07
H 1.68460 6.61454 2.05486 0.50 -0.18 -0.08
C -1.54945 -1.80168 1.56801 0.30 1.05 0.49
H -0.48670 7.34522 7.50993 0.49 -0.29 0.14
C 6.53186 6.12263 3.04049 1.41 -0.20 -1.92
H -3.77622 3.16588 -7.50439 0.46 0.62 -0.07
N -6.97896 2.54638 4.67422 -0.60 -1.48 -1.35
H -4.38796 2.06359 -5.50165 0.30 -0.04 0.45
H -4.20562 -3.13937 -5.24938 -0.48 -1.11 0.35
O -2.02922 0.05921 -7.17548 0.68 0.07 0.64
O -6.30521 1.45579 -1.49359 0.29 -0.37 -0.74
C 8.63838 4.18916 2.49966 0.48 0.91 -0.08
C 5.57547 -1.57808 -0.58170 0.85 0.71 0.96
C 0.06104 6.45225 7.16789 -1.15 0.36 -1.23
H 7.22376 0.91218 -7.85986 -0.45 -1.26 0.47
H 3.28328 5.70267 2.07206 -0.82 0.41 -0.29
O 1.17322 -0.11050 -3.56946 -1.33 1.96 0.69
H -0.92589 -6.81348 2.47537 -0.27 0.04 -1.36
H -0.75659 10.08350 3.70216 0.08 0.05 -0.12
H -8.78953 -4.43488 -1.43623 -0.19 -0.11 -0.27
H -6.68778 -4.09952 -1.00729 -0.05 -0.35 -0.54
H -1.72032 -0.55153 -9.15052 -0.45 -0.06 0.45
H -2.84206 3.42811 0.93320 0.00 0.13 -0.32
H 1.15797 -6.01580 -0.35293 1.36 0.31 -0.35
H -1.56897 2.68137 -1.32318 0.00 -1.21 -0.24
H 0.24048 -4.54053 2.26836 0.44 0.23 0.23
H -4.83987 -12.03780 -1.59564 0.66 0.42 0.90
C 5.34419 -2.73230 -1.48931 -0.81 -1.77 0.90
O -2.09567 -4.10480 -0.92921 -1.26 -0.06 -0.80
C -0.87386 0.13540 0.28861 1.04 0.64 -0.62
H 2.26858 5.20661 -6.46579 0.18 -0.47 0.91
H 3.48153 3.48071 -7.17840 -0.58 -0.41 -1.96
C 4.62383 -8.42330 3.61900 -0.07 0.37 0.95
C -8.13552 2.83795 5.58912 -0.15 -1.34 1.08
H 0.14996 -0.21992 2.83078 -0.49 0.25 0.72
N 4.98975 3.57864 -5.87317 0.81 -0.72 0.42
H 2.04751 6.06305 4.36017 -0.68 -0.30 0.28
H -7.13683 3.89822 7.11691 2.67 -0.32 1.60
O -3.49330 -5.70927 -1.87924 -2.08 0.78 -0.78
C 1.68223 4.63222 1.20300 0.56 -0.04 -1.29
H 7.66712 2.96865 -6.17973 -0.04 -0.88 0.17
H 8.74206 6.63588 3.28100 -1.30 0.09 -0.13
H -6.32425 1.84172 -2.37787 -0.13 -0.24 -0.08
H -7.75697 -5.60559 -3.06128 -0.95 -0.33 -0.08
H -2.76751 -3.49211 -1.31572 0.53 -0.87 0.36
C 1.43348 5.64424 5.18939 -1.00 0.78 -0.41
H 2.48847 -3.98018 -1.46397 -0.07 -0.16 -0.08
H 9.14265 3.38294 1.95024 0.06 0.49 0.07
H -9.99488 4.52860 6.95123 0.30 0.06 0.72
H 4.39147 -2.62169 -1.99890 -0.10 0.16 -0.29
H 1.81995 6.52615 8.33631 -0.26 -0.32 0.51
H 5.48192 4.65472 3.95897 0.87 -0.85 -0.02
H 6.60108 -5.12608 -2.78840 -0.13 0.39 -0.16
C 2.22470 -6.05116 -0.74644 -0.74 0.24 0.69
H 1.97470 6.98452 -1.85455 0.07 0.08 0.71
N 2.61082 -5.26714 3.90634 -2.85 -1.51 0.49
C 0.68123 -0.69431 2.03863 1.31 -0.70 -0.80
H -2.97046 4.91763 0.04240 -0.48 1.08 0.22
C 3.94613 -5.39124 -2.33653 0.24 -0.01 -0.59
H -11.03705 -3.53355 -1.13551 0.05 0.06 1.33
H -5.09849 -9.56937 0.94367 -0.15 1.38 -0.90
H -3.25755 -9.43532 -3.37835 -0.38 -0.77 1.07
H -0.30812 9.31172 6.07894 -1.37 -0.35 -0.98
N -6.85896 -3.78143 -3.17057 -1.00 0.79 -0.23
O 3.36075 3.79320 -1.59757 1.53 0.15 1.82
H -1.16759 0.81063 1.09003 -0.03 0.24 0.05
H 10.24802 6.81537 0.84775 -0.57 0.98 -0.55
H 3.13626 7.62870 0.49219 0.02 -0.15 -0.55
H 4.25080 -8.77146 4.60617 -0.07 -0.25 -0.79
H 5.51742 -0.64519 -1.12830 0.31 0.30 -0.09
C -2.03584 -0.44726 -0.37806 -2.55 -1.60 -0.99
C 5.62326 2.69242 -6.91649 0.22 0.30 1.55
H 4.74169 -7.22261 -0.80129 -0.26 -1.58 -0.16
C 3.90484 -5.02025 4.52288 0.59 -0.32 -0.82
H -1.49057 -2.89851 1.47718 0.52 0.63 0.23
H -6.44490 -2.72979 -5.10176 -0.51 -0.63 0.96
C -6.25494 0.52318 3.24775 -0.58 -0.74 -1.50
C 10.07612 5.94346 1.41977 0.27 -2.07 1.98
C 6.92218 -2.75107 2.57077 -0.24 0.05 -0.57
C 5.29436 4.98742 -6.12566 -0.82 1.51 0.46
C -1.51037 9.53190 4.24936 -2.02 1.11 0.07
H 5.70086 -6.08737 4.91141 -0.42 -0.57 -0.11
H 6.58067 -1.67676 -0.08558 -0.86 0.31 -0.44
H 8.25109 4.20980 -0.06711 -0.32 0.68 0.49
C 3.33803 -5.99773 0.32405 -1.24 -0.28 1.46
C 0.88448 5.41677 -1.00487 1.29 0.68 -0.19
H -10.76637 -2.18523 -2.03253 0.63 0.04 -0.16
H -0.51463 -3.87184 3.72844 0.74 -0.27 -0.01
H -3.98406 -3.92438 -3.70468 -0.22 0.12 0.41
C 4.56728 3.28826 -0.84246 -0.30 -1.12 -1.63
C -5.20844 -8.71404 0.18236 -1.77 -1.36 2.69
C 7.17825 6.06306 -1.97624 0.57 -1.18 1.36
H -6.89386 -7.64986 1.23945 0.32 -0.99 -0.39
N 5.05507 -5.31425 -1.28922 0.05 -0.75 -1.07
H -2.24597 10.23273 4.71802 0.73 -0.07 -0.66
C -0.51333 5.77217 0.89515 -0.47 1.29 1.30
H 2.42534 3.97407 0.66744 -0.97 0.57 0.27
C -3.03701 -0.41032 -6.31874 1.16 -0.18 0.24
H 2.68672 -5.63408 2.94977 0.57 0.57 0.02
C 7.24300 3.76274 2.89083 -0.52 -0.06 -1.00
C 2.91655 4.79175 -5.64942 -1.16 1.82 -0.60
H 0.56482 2.89457 -0.34800 -0.10 -0.25 -0.60
H 2.32293 -7.04160 -1.21245 -0.20 0.08 0.00
C 3.52360 3.54102 -6.14794 -0.12 -1.55 2.83
H -6.39883 -0.59871 3.14468 0.15 1.30 0.11
H -0.77779 5.43571 1.94116 0.21 0.29 -1.24
C -5.97855 -3.05208 -4.14045 0.64 0.05 -0.95
N 0.78479 6.88809 5.87031 0.30 -0.96 0.87
C 1.71059 0.30018 1.47109 -2.60 0.88 -0.86
C -2.44133 -5.47111 -1.31399 2.17 -0.17 0.78
O -5.36658 -0.30394 -2.68473 -0.39 0.61 0.74
H 7.11970 -5.64833 -1.17120 -0.02 -0.24 -0.28
H 5.40752 3.98883 -3.78340 -0.85 -0.45 0.09
H -7.85191 1.16555 1.86411 1.25 0.38 0.27
H -2.14743 8.93715 3.58421 0.40 -0.04 -0.14
C -1.06003 -10.89736 -2.41184 -0.42 1.21 0.06
C -4.86218 -9.15081 -1.19549 -1.24 -0.44 -1.67
H 1.21856 -2.50976 0.56111 -0.51 -0.15 0.12
C -2.71786 -1.26340 0.76578 0.24 -0.72 -1.27
H 7.05201 4.78233 4.76694 0.07 0.48 -0.19
H -0.70830 5.74565 6.81552 0.27 0.06 0.16
H 1.38125 4.14537 2.11642 -0.59 -0.17 0.20
H -0.73701 6.74026 4.43276 -0.36 -0.23 0.22
C -0.23468 3.50298 0.05372 -0.61 -0.23 1.85
C -5.03550 -5.24024 -5.01296 1.71 -0.37 0.20
O -2.54233 2.93486 -5.89971 -0.02 1.01 -0.61
C -0.15943 7.53086 4.89904 1.26 0.31 -1.33
H -6.57500 3.33096 1.28501 0.09 0.54 -0.04
O 4.88275 3.82220 0.21959 -0.72 1.11 0.30
H 7.32362 2.78260 3.35118 -0.05 -0.08 0.17
H 1.11221 1.27164 1.33125 1.26 -1.01 0.48
H 2.05908 -6.04857 4.32401 0.61 0.40 0.20
H 0.95016 7.51351 -0.50404 0.19 0.13 -0.22
H 6.20856 5.70360 -1.58908 0.03 0.58 -0.34
H -2.41395 -8.64440 -0.98541 0.31 1.21 -0.57
H -8.11386 0.79560 4.13300 -0.75 0.13 0.08
C 5.44034 3.11645 -4.44300 0.17 0.01 -0.81
N 8.61596 5.47961 1.61426 -0.30 -0.25 0.41
H 6.52832 2.87894 -4.43738 -0.84 -0.08 -0.54
O 0.04566 1.70469 -2.87234 0.60 0.76 -0.22
O 7.20603 -1.69543 3.06252 -1.03 -3.96 -1.69
C 1.60351 4.58334 7.45740 0.56 -1.23 0.16
H 3.43898 -5.02710 0.93749 -0.79 -1.40 -0.79
C -2.34357 -11.32927 -3.09197 0.19 -0.89 0.43
H -0.70526 -10.04074 -2.96276 0.32 0.68 0.08
H -1.04749 -7.33718 4.06783 -0.47 -1.18 1.20
H -1.81443 -1.12699 -1.24111 0.25 0.63 0.70
C -2.34687 0.11045 -8.52800 -0.45 1.67 -1.54
H -2.28061 4.18334 -7.61388 0.03 -0.35 0.50
H 9.16378 6.47787 -0.95905 -0.76 -0.85 -0.31
H 6.67424 3.63135 1.94781 -0.01 -0.16 0.55
H -0.20860 6.84602 0.84382 0.50 -1.14 0.56
H 10.66368 5.12225 0.96784 -0.51 0.29 0.17
H -1.54728 -1.40114 2.59455 -0.30 -0.75 -0.18
H -0.00089 5.60752 -1.57967 -0.19 -0.10 -0.50
C 5.18704 -4.02848 -0.57451 1.06 1.86 -2.07
C -10.20318 -2.89368 -1.39908 -1.25 0.70 -1.33
H -6.35128 0.87508 1.02206 0.49 0.26 0.40
H -0.37036 -2.69977 -0.34160 -0.59 -1.03 -0.03
O -1.05938 4.26204 3.61955 0.19 1.39 0.64
C -4.20971 -11.50750 -0.83412 -0.94 0.51 0.08
O 2.16571 1.94174 -3.71077 1.05 1.49 -0.35
H 2.60965 7.39117 6.90411 -0.47 0.38 -0.68
H -6.44185 -6.88481 -4.42356 0.11 -0.55 -0.72
C 7.52293 1.88744 -8.11405 2.14 1.21 -1.56
H 1.94282 -0.25667 -4.08527 1.26 -0.32 -0.71
H 1.94439 -0.00909 0.45831 0.29 -0.08 -0.25
C -3.56535 2.58658 -4.97994 -0.01 1.59 -0.18
H 0.52233 5.52945 9.07848 0.10 0.32 -0.44
H -0.12507 0.63581 -0.38865 -0.68 -0.79 0.71
H -4.55145 -8.22379 -1.66457 0.12 -0.11 -0.92
H 1.25141 -1.62289 2.33612 -0.95 0.79 -0.18
H -0.28098 -11.60871 -2.45650 0.65 -1.12 -0.48
H 3.11600 2.68367 -5.59225 0.00 -0.02 -0.72
H -2.23992 2.52299 -3.25473 -0.40 -0.22 -0.30
H -5.65350 -2.18579 -3.64615 0.07 1.51 0.63
H 0.57521 7.82983 4.11993 -0.65 0.22 0.07
H -8.18802 -2.09394 -2.60582 0.99 0.27 0.00
H -1.16487 0.93258 -3.78143 0.52 -0.73 -0.46
H -9.68174 -2.29121 -0.65464 -0.30 -0.48 0.37
N -3.75515 -10.19170 -1.41800 -1.36 0.79 1.21
H 3.80433 -4.43225 5.40945 -0.20 0.26 0.59
C -0.99534 8.73088 5.36960 2.21 -1.58 2.10
H 2.38400 4.20341 8.12649 -0.34 -0.34 0.00
H 4.18194 5.96549 -4.35712 0.50 0.04 -1.13
H -6.88451 0.58285 5.34742 0.32 -0.64 0.76
O -5.49254 -0.24261 -0.41642 0.25 -1.17 0.10
C 1.65883 -4.12393 3.92142 1.21 1.50 -2.10
H -9.04714 2.94868 4.99974 0.22 -0.02 -0.16
H -2.78100 -9.71845 0.39114 0.17 0.30 -1.43
H -3.71892 3.49423 -0.58544 -0.32 -0.35 -0.57
C -6.65877 -8.16678 0.27945 -0.62 -0.60 0.17
H -9.05833 4.28967 8.52561 -0.06 -0.20 -1.15
H 8.63169 1.85758 -8.30431 -1.06 0.12 0.28
H 2.29054 8.34691 5.36893 -0.39 -0.43 0.71
H 4.85349 2.20683 -4.15769 0.35 1.20 0.01
H -5.25978 2.78433 2.39288 -0.15 0.55 -0.16
C 4.65802 -6.33036 -0.24969 2.21 1.40 0.82
H -7.41537 -8.89670 -0.00474 -0.11 -0.32 0.57
H 1.55380 -3.74445 4.88655 0.04 0.22 1.86
C 4.08917 5.79288 -5.46413 0.71 -1.24 0.64
O 5.10104 2.34018 -1.43471 -0.09 0.20 -0.03
H -8.71519 -2.96083 -4.01801 0.71 -0.12 0.12
H 3.65395 -0.38431 1.97378 -0.16 0.95 0.36
C -6.71797 1.29531 1.96514 -1.23 0.03 0.80
H 3.34166 1.41058 2.19102 0.73 0.31 -0.18
H 6.02038 -4.12128 0.11795 -0.12 -0.11 -0.27
H 6.26901 5.19827 -5.74191 0.58 0.40 0.30
C 1.01354 5.81175 8.13240 0.00 -0.22 -0.17
H 3.24431 5.32597 6.44396 1.13 1.44 -0.15
H 2.72559 0.26904 3.38163 0.21 0.09 -0.87
H -5.46328 3.81828 5.37602 -0.26 0.56 0.32
H 4.81554 -1.49683 0.18692 -0.16 -0.20 0.28
H 6.26110 -6.79786 -2.30448 0.01 0.71 0.42
H -2.19749 -11.35922 -4.15296 0.08 -0.26 -0.63
H 5.89770 5.94785 2.14305 0.26 0.08 0.38
H -5.82218 -2.73956 -1.66139 0.06 -0.30 -0.19
H 5.32089 5.13252 -7.21911 -0.19 0.05 0.44
H 5.33484 1.70787 -6.58333 0.51 -0.67 0.14
H -4.77245 -7.82590 0.56834 1.97 0.29 -0.01
C -2.86395 1.85914 -3.86982 -0.95 -1.24 -0.50
H 2.63271 4.04478 5.59566 -0.21 -0.57 0.21
C -9.29882 -3.79871 -2.17802 1.44 -0.81 0.56
H 7.14245 7.03274 -2.43996 -0.36 -0.02 -0.78
H 0.88544 3.77034 7.22806 0.01 0.59 0.53
C 1.14510 1.39903 -3.38399 -1.56 -3.84 0.76
H -1.54008 1.31991 -5.36949 -0.10 0.10 0.46
O 0.17788 -5.82182 3.84494 0.31 -0.70 0.87
C -0.86534 3.06841 3.79522 0.04 -2.08 -0.40
H -5.77739 2.37009 6.32522 0.72 -0.43 0.15
H -3.42758 -1.36471 -6.66681 0.03 -0.33 0.14
C 8.08987 6.25734 -0.73928 0.50 1.14 0.45
H -5.79546 -9.61126 -1.68341 1.36 0.76 0.46
H 6.13488 -2.71821 -2.22021 0.35 -0.64 -0.36
H -1.50188 -1.20470 -4.93532 -0.09 0.62 -0.22
C -9.20511 3.94948 7.46880 -0.77 0.90 -0.03
H -4.88586 2.42483 4.69016 0.72 -1.12 -0.21
C 2.37015 5.96824 1.47379 -0.06 -1.01 0.65
N -1.92454 0.89686 -4.50456 1.00 -1.24 -0.32
O 4.38060 -7.01608 3.54207 0.11 -1.06 -0.79
C 0.32596 -4.52493 3.37431 -0.75 0.01 -0.77
C -5.99833 -5.98065 -4.05221 2.81 -0.18 0.10
H -3.42453 -0.06080 -8.63524 0.23 -0.34 -0.45
H -4.44284 -10.73144 -3.30323 -0.06 -0.35 -0.02
C 7.10989 2.92643 -7.11719 -0.65 -0.48 0.93
H 4.35552 -4.43624 3.74152 0.90 0.48 -0.05
C -7.98123 3.96876 6.56052 -2.46 1.51 -1.15
H -1.87070 -5.74038 3.65273 1.02 -1.51 -0.38
H 7.53162 5.21716 -2.60405 0.06 0.86 0.05
N -0.32584 -1.07301 0.96320 1.49 -1.04 1.19
H -6.90911 4.40449 3.74289 -0.13 -0.97 -0.84
H -3.07563 -0.87596 -4.27167 -0.97 -0.36 1.23
H 3.28968 -2.18929 1.85738 0.43 0.39 0.03
H 6.77522 5.06841 0.43086 0.45 -0.02 0.55
O -1.55768 -6.27924 -1.02042 0.56 0.04 0.55
H -3.30134 -12.00719 -0.59595 0.19 -0.95 0.07
C 7.93394 6.53712 2.50545 1.17 0.72 0.10
C -5.68716 0.17087 -1.55724 0.33 1.00 -0.20
H 7.98824 7.50769 1.94961 -0.45 -0.86 0.34
O -1.09554 2.14023 2.97509 0.38 -0.02 0.93
H -2.84246 0.18527 -0.71275 0.17 0.82 -0.32
H -3.87180 0.26840 -6.24393 -0.40 0.37 -0.15
C -2.85619 3.87438 -0.07735 1.43 -0.86 0.81
H 10.48933 6.10733 2.46859 -0.52 -0.21 -1.42
H -4.76818 -11.32423 0.11017 0.34 -0.15 -0.84
H 4.25646 -4.80997 -3.21766 -0.02 0.01 0.44
H -1.79804 8.27229 5.95330 -0.14 0.53 0.12
C 1.84041 7.86528 6.26846 -0.41 0.99 0.41
H 4.17651 -8.91198 2.76088 -0.28 -0.02 0.11
H 7.28241 3.92383 -7.43568 0.00 0.89 -1.05
H 6.04691 6.94276 3.53453 0.14 0.40 0.64
C 2.31551 4.91834 6.16019 -0.81 -1.00 -0.22
H 0.55746 4.98160 4.80730 1.48 1.19 0.57
H -3.56964 1.24283 -3.28860 0.15 0.47 0.15
H -3.31548 -0.57016 1.32946 -0.45 0.04 0.27
C -6.08769 -3.78882 -1.87120 -1.12 1.09 0.28
O -0.29529 2.70097 5.06449 -0.33 -0.43 -0.81
C -7.14421 3.35780 3.38411 -0.47 0.78 0.56
C -3.05526 3.80414 -6.93826 -0.71 -1.73 -0.36
C 2.94679 0.41799 2.28846 0.14 -0.89 1.37
H 3.63801 6.09905 -0.21457 0.49 -0.49 -0.38
H -3.95798 3.52947 -4.56285 -0.30 -0.31 -0.06
H -5.29049 -5.20366 -6.06168 -0.83 -0.16 -0.24
H 1.90871 -5.17481 -2.71974 0.14 0.45 0.76
H -2.55797 -12.32717 -2.74350 -0.33 -0.55 -0.16
C 6.57788 4.79519 3.77769 -1.46 0.28 0.49
O 6.61391 -3.78972 2.02512 1.40 3.96 2.66
```
Forces are in eV/Å.

Mulliken population analysis, charges in e, atoms 1 to 99: 0.41, -0.19, -0.49, -0.94, 0.38, 0.52, -0.86, -1.00, 0.22, 0.34, 0.27, -0.05, 0.56, 0.46, -1.42, 0.26, -0.41, 0.56, -0.76, 0.23, -1.37, -0.10, -0.30, 0.00, -0.26, 0.76, 0.33, -1.09, 0.50, 0.16, 0.35, 0.40, 0.22, -0.03, 0.48, 0.39, 0.35, -0.84, 0.49, 0.33, -0.93, -0.37, 0.41, 0.41, 0.34, 0.35, 0.35, -0.31, -0.31, 0.17, -1.11, 1.35, 0.52, 0.52, -0.83, -0.61, -0.09, 0.61, -0.39, -0.49, 0.54, 0.15, 0.32, 0.56, 0.45, -0.03, -0.29, -0.49, -0.91, -0.55, -0.54, 0.38, 0.08, -0.45, 0.33, 0.40, 0.06, 0.46, 0.25, 0.17, 0.35, -0.73, 0.07, 0.27, -0.41, 0.03, 0.63, 0.44, 0.66, -0.87, -0.77, 0.81, 0.43, -0.21, 0.51, -0.63, 0.11, 0.38, 0.49